Below is a cluster of 2 separate species, C6H11N3O in total, with properties calculated with wB97M-V/def2-TZVPD.

Geometry as XYZ:
```
21
Properties=species:S:1:pos:R:3
C -1.95631 -1.89741 0.79671
C -0.05817 -1.91116 -0.10642
C 2.07044 0.58266 -0.38971
C -0.90930 1.69884 1.56504
C 1.24292 0.24280 -1.61550
C -0.26856 0.17432 -1.42215
N -0.75705 -2.57239 0.73751
N -1.96603 -0.84947 0.01335
N -0.73700 -0.80032 -0.53080
O -1.10281 0.75644 -2.07213
H -2.71483 -2.22919 1.48648
H 1.05875 -2.10590 -0.17946
H 1.91098 0.00814 0.49641
H 2.16050 1.66602 -0.09714
H 3.23253 0.41773 -0.38178
H -0.98765 2.00818 0.51625
H -2.01686 1.35738 1.85083
H -0.38128 0.77956 1.62550
H 1.43357 0.93394 -2.48308
H 1.37327 -0.70664 -1.99543
H -0.62710 2.44648 2.18552
```

For the HOMO-LUMO gap, the calculation gives 10.775 eV. For the strongest force on any atom, the calculation gives 5.5 eV Å⁻¹. The energy above the lowest of the compared OMol25 structures with the same formula, charge and spin is 56.96 kcal/mol. Its SMILES is CCC(=O)n1cncn1.C. As for the total charge: 0. The value obtained for the total energy is -12916.5753 eV. Its spin multiplicity is 1. The LUMO energy is 0.012 Eh.

Löwdin atomic charge list, values in e, 6 entries:
1 C -0.171
2 C -0.171
3 C -0.112
4 C -0.037
5 C -0.146
6 C -0.405


Below is a cluster of 2 separate species, C6H11N3O in total, with properties calculated with wB97M-V/def2-TZVPD.

Geometry as XYZ:
```
21
Properties=species:S:1:pos:R:3
C 2.57796 -1.52580 -0.50771
C 1.80331 -0.37943 -1.00088
C 0.40879 0.71636 -2.21639
C 1.68372 0.89468 -0.48327
N 1.12434 -0.40848 -2.25441
N 0.85568 1.64903 -1.33738
H -0.22722 0.77697 -3.06701
H 3.53387 -1.42483 -1.08092
H 2.16455 -2.52393 -0.54413
H 0.53179 2.52003 -0.94843
H 2.26171 1.06307 0.42019
H 2.87987 -1.52271 0.63753
C -1.96314 0.43198 0.41017
C -1.93187 -0.18532 1.78898
O -0.99318 0.07570 2.52672
N -2.87022 -1.00899 2.39506
H -2.61183 -1.20223 3.36395
H -3.74907 -1.36075 2.06468
H -0.97979 0.30242 -0.00420
H -2.18120 1.50412 0.53749
H -2.46999 -0.11002 -0.39710
```

For the HOMO-LUMO gap, the calculation gives 9.291 eV. For the strongest force on any atom, the calculation gives 3.4 eV Å⁻¹. The energy above the lowest of the compared OMol25 structures with the same formula, charge and spin is 44.42 kcal/mol. Its SMILES is Cc1c[nH]cn1.CC(N)=O. As for the total charge: 0. The value obtained for the total energy is -12917.1191 eV. Its spin multiplicity is 1. The LUMO energy is 0.029 Eh.

Löwdin atomic charge list, values in e, 6 entries:
1 C -0.073
2 C -0.372
3 C -0.245
4 C -0.087
5 N 0.097
6 N 0.060


Below is a cluster of 2 separate species, C6H11N3O2 in total, with properties calculated with wB97M-V/def2-TZVPD.

Geometry as XYZ:
```
22
Properties=species:S:1:pos:R:3
C -1.85857 0.60491 0.70442
C -1.81858 -0.77043 0.72011
C 0.25287 0.00289 0.28086
C 0.86333 -0.02450 -1.79136
C -0.13240 2.46135 0.26759
C -0.03156 -2.43851 0.17654
N -0.52322 1.13681 0.52454
N -0.43474 -1.18273 0.56314
N 1.70368 0.04942 0.47268
O 2.25089 -1.04325 0.62599
O 2.22326 1.18409 0.64036
H -2.69663 1.26277 0.77036
H -2.65808 -1.42216 0.81869
H -0.14564 0.35826 -2.00228
H 1.20830 -1.03720 -1.92839
H 1.58712 0.77941 -1.80355
H 0.97382 2.52925 0.69757
H -0.03179 2.81084 -0.88122
H -0.85836 2.95285 0.89762
H -0.89218 -2.97984 0.38838
H 0.14908 -2.54400 -0.84075
H 0.86941 -2.69025 0.69873
```

For the HOMO-LUMO gap (alpha / beta), the calculation gives 7.249 / 7.251 eV. For the strongest force on any atom, the calculation gives 5.4 eV Å⁻¹. The energy above the lowest of the compared OMol25 structures with the same formula, charge and spin is 146.38 kcal/mol. As for the total charge: 0. The value obtained for the total energy is -14958.4677 eV. Its spin multiplicity is 1. The LUMO energy (alpha / beta) is 0.006 / 0.006 Eh.

Löwdin atomic charge list, values in e, 6 entries:
1 C -0.020
2 C -0.009
3 C -0.245
4 C 0.065
5 C -0.081
6 C -0.066


Below is the molecule C6H11N3O3, with properties calculated with wB97M-V/def2-TZVPD.

Geometry as XYZ:
```
23
Properties=species:S:1:pos:R:3
C -4.28552 -0.00392 -0.23183
C -2.97300 -0.66829 0.12878
C -0.49822 -0.14934 -0.10048
C 1.95118 1.12306 0.59219
C 2.73481 0.43071 -0.57391
C 3.62215 -0.63946 -0.14400
H -4.52778 -0.61964 -1.31576
H -5.18010 -0.34915 0.65957
H -4.03358 1.27408 -0.19222
H -2.36636 1.35528 0.43455
H -0.45123 -2.12261 -0.36181
H 0.08897 1.87004 0.42335
H 2.33926 0.89449 1.60057
H 1.92743 2.34476 0.53654
H 3.64947 1.13478 -0.88853
H 2.07505 0.09010 -1.45953
H 2.06775 -1.65458 0.68009
N -1.87141 0.30519 -0.00819
N 0.13697 -1.28022 -0.13391
N 0.45061 1.01915 0.10704
O -2.70464 -1.88880 -0.05368
O 3.10905 -1.60112 1.04980
O 4.73916 -0.86448 -0.74864
```

For the HOMO-LUMO gap, the calculation gives 9.137 eV. For the strongest force on any atom, the calculation gives 7.2 eV Å⁻¹. The energy above the lowest of the compared OMol25 structures with the same formula, charge and spin is 161.71 kcal/mol. Its SMILES is [H]/N=C(/NCCC(=O)O)NC(C)=O. As for the total charge: 0. The value obtained for the total energy is -17006.9588 eV. Its spin multiplicity is 1. The LUMO energy is -0.016 Eh.

Löwdin atomic charge list, values in e, 6 entries:
1 C -0.068
2 C -0.503
3 C -0.360
4 C -0.129
5 C -0.162
6 C -0.337


Below is a cluster of 2 separate species, C6H11N3OPS2 in total, with properties calculated with wB97M-V/def2-TZVPD.

Geometry as XYZ:
```
24
Properties=species:S:1:pos:R:3
C -1.85972 -0.73221 0.48899
C -3.73318 0.38965 -0.38602
C -3.24638 -0.75206 0.19847
C -1.35109 0.45309 0.03642
C 0.99925 0.33478 0.25933
C -4.03531 -1.99190 0.59201
N 4.26473 1.92921 -1.18099
N -0.07576 0.94160 0.06021
N 2.18864 0.80274 0.01985
O 4.40336 -0.10516 1.26205
P 3.65897 -0.24572 -0.15010
S 3.28082 -1.99390 -0.79925
S -2.53172 1.52721 -0.73020
H -1.43546 -1.59020 1.03613
H -4.80943 0.59560 -0.59763
H 1.03127 -0.72966 0.44899
H -4.82036 -2.16155 -0.06206
H -3.40295 -2.80964 0.66047
H -4.44668 -1.87333 1.58874
H 5.31123 1.86509 -1.22014
H 3.83870 1.75046 -2.07350
H 0.08410 1.77455 -0.46331
H 2.38336 1.73798 -0.48500
H 4.30359 0.88339 1.49656
```

For the HOMO-LUMO gap (alpha / beta), the calculation gives 6.923 / 6.923 eV. For the strongest force on any atom, the calculation gives 4.1 eV Å⁻¹. The energy above the lowest of the compared OMol25 structures with the same formula, charge and spin is 89.69 kcal/mol. As for the total charge: +1. The value obtained for the total energy is -43869.4197 eV. Its spin multiplicity is 1. The LUMO energy (alpha / beta) is -0.183 / -0.183 Eh.

Löwdin atomic charge list, values in e, 6 entries:
1 C -0.035
2 C -0.380
3 C -0.353
4 C -0.506
5 C -0.211
6 C -0.017


Below is the molecule C6H11N3OS, with properties calculated with wB97M-V/def2-TZVPD.

Geometry as XYZ:
```
22
Properties=species:S:1:pos:R:3
C -1.48881 0.39217 -0.65542
C -2.09372 0.05440 1.68751
C -1.42919 0.50472 2.98344
C 0.23028 -0.04080 1.07179
C 1.31452 -0.70899 -0.86263
C 2.40211 -0.09923 -1.63175
H -2.24522 1.24485 -0.56929
H -1.85033 -0.51238 -1.13455
H -0.65678 0.88169 -1.21963
H -2.94925 0.70331 1.37215
H -2.55393 -0.97687 1.82254
H -1.41209 1.64131 3.05761
H -1.66549 -0.01586 3.93914
H 2.47498 0.96952 -1.53061
H 3.31041 -0.47936 -1.17669
H 1.98096 -1.41665 -3.14581
H 3.12312 -0.05565 -3.65065
N -1.07207 0.12563 0.71440
N 1.31919 -0.18994 0.45607
N 2.29924 -0.39956 -3.03676
O 0.62975 -1.62246 -1.32838
S 0.33232 0.00015 2.83753
```

For the HOMO-LUMO gap, the calculation gives 9.340 eV. For the strongest force on any atom, the calculation gives 2.9 eV Å⁻¹. The energy above the lowest of the compared OMol25 structures with the same formula, charge and spin is 19.16 kcal/mol. Its SMILES is CN1CCS/C1=N/C(=O)CN. As for the total charge: 0. The value obtained for the total energy is -23752.6590 eV. Its spin multiplicity is 1. The LUMO energy is 0.025 Eh.

Löwdin atomic charge list, values in e, 6 entries:
1 C -0.026
2 C -0.250
3 C -0.422
4 C -0.644
5 C -0.482
6 C -0.268